Entry 1:
{"formula": "CH3N3S2", "method": "ωB97M-V with the def2-TZVPD basis set", "fmax_ha_per_bohr": 0.117, "homo_ha": [-0.321, -0.321], "de_lowest_kcal_mol": 18.8, "lumo_energy_ev": [-0.564, -0.562], "symbols": ["C", "N", "N", "N", "S", "S", "H", "H", "H"], "xyz": [[0.813963, 0.048294, -1.684259], [0.282915, 0.703567, -0.893753], [-1.551401, -1.240006, 1.273484], [-0.596429, -0.282131, 1.557560], [0.796141, -2.632808, 0.501634], [-1.114271, -2.582438, 0.769890], [1.293920, -0.536491, -2.308769], [0.273386, -0.672194, 1.536466], [-0.845532, 0.629927, 1.314649]], "forces_ev_per_angstrom": [[-2.8, 3.5, 4.0], [0.8, -0.7, -1.5], [0.1, 4.6, 1.2], [-4.5, -2.6, 0.7], [0.4, -0.7, 0.1], [0.9, -2.5, -0.9], [2.1, -2.6, -2.8], [3.3, -0.4, -0.6], [-0.2, 1.3, -0.3]]}

=====

Entry 2:
{"formula": "C4H3Br2O2", "method": "ωB97M-V with the def2-TZVPD basis set", "fmax_ha_per_bohr": 0.083, "homo_ha": -0.160, "de_lowest_kcal_mol": 25.3, "lumo_energy_ev": 2.889, "charge": -1, "symbols": ["C", "C", "C", "C", "O", "O", "Br", "Br", "H", "H", "H"], "xyz": [[0.841737, -1.352693, 0.778893], [0.272305, 0.647092, -0.884853], [0.415249, 0.137706, 0.520044], [-1.158237, 0.641731, -0.387233], [0.770416, -2.195701, -0.103673], [1.289210, -1.527104, 1.931574], [-2.229205, -0.881959, -0.567922], [-2.154003, 2.137833, 0.152434], [0.700071, 1.641167, -1.196585], [0.781509, 0.038401, -1.692420], [0.470950, 0.713525, 1.449739]], "forces_ev_per_angstrom": [[-0.1, 0.3, 1.2], [1.6, 1.6, -0.7], [-2.1, 0.3, -0.8], [3.3, -2.4, 1.1], [-0.4, -0.3, -1.8], [0.0, 0.7, 0.5], [-0.6, -0.5, -0.6], [0.4, 0.5, 0.0], [-0.8, -0.4, 1.0], [-1.7, -0.3, 1.0], [0.2, 0.4, -0.8]]}

=====

Entry 3:
{"formula": "C2H14O4S2", "method": "ωB97M-V with the def2-TZVPD basis set", "fmax_ha_per_bohr": 0.036, "homo_ha": -0.325, "de_lowest_kcal_mol": 130.2, "lumo_energy_ev": -5.185, "symbols": ["C", "C", "S", "S", "H", "H", "H", "H", "H", "H", "H", "H", "O", "H", "H", "O", "H", "H", "O", "H", "H", "O"], "xyz": [[0.631111, 0.215950, -0.143657], [-0.800734, -0.091909, -0.540689], [-0.906988, -1.861857, -0.585698], [-1.047648, 3.182703, 0.259418], [1.324275, -0.333355, -0.789332], [0.912346, 1.230118, -0.470159], [0.865369, -0.058281, 0.888803], [-1.473945, 0.460596, 0.166392], [-1.140060, 0.373477, -1.461929], [-2.358220, 3.376198, 0.269231], [-1.150158, 1.726262, 1.911881], [-1.743993, 1.074885, 3.180523], [-1.147339, 0.901099, 2.444279], [0.818435, 2.799359, -1.828807], [1.373415, 2.932459, -3.230275], [1.402457, 2.360724, -2.460581], [-0.097021, -3.418142, 2.593629], [-0.517422, -2.417340, 1.535556], [-0.396274, -2.509597, 2.496043], [1.930712, -3.969909, -1.846115], [1.377174, -2.691587, -1.180860], [2.144508, -3.281853, -1.207651]], "forces_ev_per_angstrom": [[1.1, -0.4, -0.5], [-0.1, -0.7, -0.7], [-0.6, 1.7, 0.0], [0.6, -0.4, -0.2], [0.0, -0.3, 0.1], [-0.6, 0.2, 0.6], [-0.2, 0.5, -0.1], [-0.1, -0.1, 0.8], [0.4, -0.3, -0.4], [-0.5, 0.0, -0.1], [0.1, -0.3, 0.5], [0.1, -0.1, 0.0], [-0.1, 0.3, -0.2], [-0.1, 0.0, 0.0], [0.1, 0.0, -0.2], [-0.1, 0.0, 0.2], [0.1, 0.0, 0.1], [0.1, 0.1, 0.4], [0.0, -0.2, -0.2], [-0.1, 0.1, 0.0], [0.3, -0.2, -0.1], [-0.1, 0.1, 0.1]]}

=====

Entry 4:
{"formula": "C30H34FeN6O3S2Se", "method": "ωB97M-V with the def2-TZVPD basis set", "multiplicity": 5, "fmax_ha_per_bohr": 0.081, "homo_ha": [-0.236, -0.234], "de_lowest_kcal_mol": 13.7, "lumo_energy_ev": [0.194, 0.191], "symbols": ["Fe", "O", "C", "C", "C", "C", "C", "C", "C", "N", "N", "C", "O", "C", "C", "C", "C", "C", "C", "H", "H", "H", "H", "H", "H", "H", "H", "H", "H", "C", "N", "C", "C", "N", "C", "C", "Se", "H", "H", "H", "H", "H", "H", "H", "H", "S", "C", "N", "C", "C", "N", "H", "H", "H", "H", "H", "H", "C", "C", "C", "C", "C", "C", "C", "S", "C", "O", "H", "H", "H", "H", "H", "H", "H", "H", "H", "H"], "xyz": [[-1.300024, -13.340269, -14.690397], [-3.232158, -13.771888, -14.988013], [-3.969792, -14.367195, -14.091981], [-5.276965, -13.925122, -13.807323], [-6.173293, -14.682041, -13.093141], [-5.796521, -15.938843, -12.602688], [-4.471947, -16.394895, -12.724127], [-3.522418, -15.536554, -13.279296], [-2.125536, -15.816019, -13.162962], [-1.188941, -14.985115, -13.656307], [0.095311, -15.185787, -13.267391], [0.954583, -14.568465, -14.048637], [0.721293, -13.764263, -14.970247], [2.402580, -14.838391, -13.694817], [3.405119, -14.120119, -14.379319], [4.739255, -14.472024, -14.248331], [5.110859, -15.522174, -13.422177], [4.141714, -16.169506, -12.644517], [2.828532, -15.804914, -12.746303], [-5.549271, -12.948226, -14.185936], [-7.175742, -14.307404, -12.810586], [-6.511381, -16.606702, -12.083927], [-4.187454, -17.397774, -12.392478], [-1.779135, -16.707476, -12.604119], [3.111862, -13.272076, -15.010300], [5.497159, -13.871394, -14.800766], [6.149770, -15.806494, -13.344286], [4.521844, -16.904567, -11.964296], [2.047000, -16.258336, -12.109636], [0.407130, -8.479316, -16.004761], [-1.034984, -8.564393, -16.188752], [-1.932061, -7.487726, -16.257969], [-3.133078, -7.996404, -16.545224], [-3.066885, -9.380419, -16.611002], [-4.149321, -10.305622, -16.900281], [-1.752613, -9.727329, -16.480058], [-0.982792, -11.378818, -16.939496], [0.694141, -7.586142, -15.451265], [0.891161, -8.526038, -17.000917], [0.677928, -9.333934, -15.389553], [-1.560081, -6.513666, -16.001307], [-4.123960, -7.530232, -16.570199], [-5.078556, -9.733901, -16.999468], [-4.281587, -11.053421, -16.126970], [-3.887866, -10.860760, -17.833577], [-0.670412, -15.154275, -17.418384], [-2.014656, -15.533656, -18.374038], [-3.306680, -15.075769, -18.200024], [-4.238205, -15.501234, -19.248665], [-3.324973, -16.264907, -20.206844], [-2.040682, -16.300163, -19.499303], [-3.585614, -14.492940, -17.402258], [-4.727447, -14.684124, -19.745699], [-5.062353, -16.093978, -18.832471], [-3.250932, -15.759207, -21.163898], [-3.702363, -17.251993, -20.422240], [-1.176944, -16.713875, -19.871358], [0.091695, -14.836269, -7.632290], [-0.289190, -14.006717, -8.858432], [0.693154, -13.115636, -9.339744], [0.402650, -12.314056, -10.420177], [-0.870895, -12.308712, -10.971756], [-1.846940, -13.200107, -10.527542], [-1.570621, -14.041766, -9.443420], [-1.348120, -11.114552, -12.235013], [-0.267765, -9.685065, -12.012751], [-0.799780, -11.747555, -13.488842], [0.657497, -15.768502, -7.851006], [-0.767197, -15.064949, -6.987344], [0.806592, -14.187823, -7.115103], [1.716330, -13.179545, -8.923965], [1.180123, -11.715889, -10.878716], [-2.862588, -13.205812, -11.010174], [-2.357982, -14.734242, -9.051905], [0.747041, -9.937978, -12.205028], [-0.494036, -9.338750, -10.993290], [-0.725656, -8.926847, -12.702197]], "forces_ev_per_angstrom": [[-0.3, 0.8, -2.0], [0.0, 0.4, 0.5], [0.1, -1.3, 1.3], [0.2, 0.4, -0.5], [-0.5, -0.6, 1.1], [0.0, -1.2, 0.3], [-0.9, 0.9, 0.1], [-0.2, 1.1, -2.0], [2.9, 1.3, -1.0], [-2.6, -2.4, 2.2], [0.5, -1.3, 0.2], [1.4, -0.7, 2.1], [-0.8, 1.0, -1.1], [1.0, 0.1, -0.1], [-0.9, -0.1, 0.1], [0.7, 0.6, -0.3], [-0.3, 0.2, 0.0], [1.3, 0.6, -0.5], [-2.0, 0.2, -0.2], [-0.1, 0.0, -0.2], [0.7, -0.1, -0.5], [0.3, 0.6, -0.4], [0.0, 0.5, 0.2], [-0.1, 0.6, -0.2], [0.0, -0.5, 0.1], [-0.6, -0.7, 0.5], [0.1, -0.1, 0.0], [-0.3, -0.4, 0.4], [0.5, 0.1, -0.6], [-0.2, -0.6, -0.5], [-2.1, -0.6, -0.4], [1.4, -0.7, 0.3], [-2.2, 0.2, 0.4], [1.7, 0.6, 0.3], [0.1, -0.2, -1.0], [1.2, -0.1, -0.2], [-0.5, 0.5, 0.5], [-0.3, 0.2, -0.2], [0.0, 0.0, 0.7], [0.3, -0.2, -0.3], [-0.4, 0.2, -0.2], [0.7, 0.0, -0.1], [0.3, -0.1, -0.1], [0.3, 0.0, 0.3], [-0.4, 0.5, 0.6], [-0.9, -0.4, -0.5], [-0.8, 0.6, 0.2], [0.5, 0.2, 0.3], [0.2, -0.2, 0.9], [0.4, -0.1, 0.1], [0.6, -0.3, -0.1], [0.5, -0.5, -0.5], [0.0, 0.7, -0.2], [0.3, -0.3, 0.0], [0.2, 0.3, -0.1], [0.0, -0.5, 0.1], [-0.9, 0.5, 0.4], [0.3, 0.3, -0.3], [-0.2, -0.2, 0.4], [-0.1, -1.1, -0.1], [0.3, 0.3, -0.3], [-0.3, 0.5, 0.4], [-1.0, 0.2, -0.1], [0.2, -0.3, 0.0], [0.3, -1.1, 0.0], [-2.3, 0.5, 0.4], [-0.1, 0.6, -0.4], [-0.6, 0.5, -0.2], [0.3, 0.1, -0.2], [-0.2, -0.3, 0.5], [-0.7, 0.3, -0.3], [0.0, 0.2, 0.2], [1.1, 0.0, 0.6], [0.9, 0.7, -0.4], [0.8, 0.0, -0.2], [0.5, 0.0, -0.2], [0.8, -0.7, 0.4]]}

=====

Entry 5:
{"formula": "C25H48As2BCrN4O2S6Si3", "method": "ωB97M-V with the def2-TZVPD basis set", "multiplicity": 2, "fmax_ha_per_bohr": 0.016, "homo_ha": [-0.068, -0.081], "de_lowest_kcal_mol": 0.0, "lumo_energy_ev": [3.809, 3.811], "charge": -2, "symbols": ["Cr", "S", "As", "S", "S", "S", "O", "C", "C", "C", "C", "C", "C", "C", "O", "N", "N", "C", "S", "C", "C", "S", "H", "H", "H", "H", "H", "H", "H", "H", "H", "B", "C", "N", "H", "H", "H", "C", "Si", "C", "C", "As", "Si", "C", "C", "C", "Si", "C", "C", "C", "H", "H", "H", "H", "H", "H", "H", "H", "H", "H", "H", "H", "H", "H", "H", "H", "H", "H", "H", "H", "H", "H", "H", "H", "H", "H", "H", "C", "C", "C", "C", "C", "N", "H", "H", "H", "H", "H", "H", "H", "H", "H"], "xyz": [[0.409972, 0.310174, -1.507292], [-2.674774, 2.007351, -5.751647], [-2.312763, 0.578109, -4.294385], [-1.876043, 1.177020, -2.313906], [1.428037, 1.857431, -2.556846], [-3.108188, -1.337485, -4.583493], [1.791974, -2.455237, 1.673823], [2.773940, -3.079777, 0.995745], [3.709162, -3.889558, 1.639100], [4.646176, -4.598516, 0.907183], [4.656896, -4.516008, -0.479082], [3.744394, -3.688216, -1.114801], [2.810012, -2.944727, -0.399878], [1.956513, -1.949932, -1.118354], [1.692840, -0.852777, -0.530231], [1.596863, -2.262641, -2.345312], [0.933017, -1.184484, -2.916157], [0.744937, -1.273910, -4.167717], [0.163305, 0.122276, -5.076745], [-0.191176, -0.781122, -6.611855], [-0.130991, -2.282460, -6.376361], [1.147245, -2.680914, -5.148707], [2.018996, -2.275098, 2.597727], [3.675731, -3.963905, 2.720248], [5.366090, -5.222145, 1.424282], [5.382001, -5.073380, -1.058394], [3.750411, -3.576802, -2.190906], [0.555866, -0.458097, -7.336086], [-1.183037, -0.466572, -6.943826], [0.114399, -2.811989, -7.297598], [-1.088640, -2.632115, -5.998915], [1.223209, 0.160089, 4.318646], [1.101524, 0.376784, 2.697274], [0.012996, 1.350710, 2.240239], [2.061001, -0.752624, 4.473413], [0.182043, -0.200204, 4.856837], [1.635093, 1.181281, 4.873253], [0.702187, 5.138409, -0.484914], [-0.635394, 4.097256, 0.340715], [-2.181462, 4.335448, -0.700019], [-1.000912, 4.722629, 2.081065], [0.287983, 1.914523, 0.448365], [-1.569842, 0.929174, 2.798609], [-2.021860, 1.799693, 4.408856], [-2.886221, 1.437549, 1.539415], [-1.795460, -0.928316, 3.013742], [2.414203, 2.425484, 1.308578], [2.386222, 3.769768, 2.629343], [3.788366, 2.774606, 0.076232], [2.494290, 0.758313, 2.126132], [0.296834, 6.102964, -0.806890], [1.065876, 4.604153, -1.367036], [1.552352, 5.323705, 0.173495], [-2.366519, 5.413411, -0.770301], [-3.064639, 3.862778, -0.269078], [-2.046117, 3.939144, -1.706787], [-1.056749, 5.816429, 2.070508], [-0.241155, 4.414173, 2.797787], [-1.960650, 4.342437, 2.434043], [-2.329330, 2.832103, 4.219546], [-1.157316, 1.804621, 5.072073], [-2.845796, 1.285574, 4.915286], [-3.028907, 2.518320, 1.495769], [-3.842781, 1.002009, 1.850355], [-2.675675, 1.083485, 0.525364], [-1.192191, -1.292917, 3.844064], [-1.480769, -1.454170, 2.110829], [-2.848086, -1.159578, 3.212784], [2.096409, 4.760737, 2.278118], [3.396038, 3.839707, 3.048591], [1.718953, 3.449712, 3.431525], [3.850202, 3.839589, -0.160871], [3.610906, 2.228027, -0.851114], [4.748774, 2.459304, 0.496145], [0.836485, -0.573971, 2.228527], [3.245743, 0.735673, 2.921276], [2.797509, 0.045615, 1.353110], [-4.199730, -2.171633, -0.984580], [-2.907206, -2.967576, -0.753153], [-2.942244, -3.684031, 0.600177], [-2.677038, -3.982606, -1.879893], [-1.790896, -2.008873, -0.786494], [-0.950220, -1.234928, -0.850287], [-5.049617, -2.854463, -0.913041], [-4.189774, -1.708620, -1.971255], [-4.310392, -1.389084, -0.232452], [-3.757111, -4.411307, 0.585657], [-3.111647, -2.984391, 1.414277], [-2.006031, -4.210521, 0.791161], [-3.522906, -4.674087, -1.906869], [-1.762131, -4.551316, -1.706815], [-2.603624, -3.474703, -2.838970]], "forces_ev_per_angstrom": [[0.3, 0.4, -0.7], [0.0, 0.0, 0.0], [-0.2, -0.1, 0.2], [0.0, 0.1, -0.1], [-0.1, -0.3, 0.3], [0.0, 0.0, 0.0], [-0.1, -0.2, 0.0], [0.0, 0.0, 0.0], [0.0, 0.0, 0.0], [0.0, 0.0, 0.0], [0.0, 0.0, 0.0], [0.0, 0.0, 0.0], [0.1, 0.0, 0.0], [-0.1, 0.0, -0.1], [0.1, 0.1, 0.0], [0.1, -0.1, 0.1], [0.0, 0.0, 0.0], [0.0, 0.0, 0.0], [0.1, 0.1, 0.1], [0.1, 0.0, 0.0], [0.0, 0.0, 0.0], [0.0, 0.0, 0.0], [0.1, 0.0, 0.1], [0.0, 0.0, 0.0], [0.0, 0.0, 0.0], [0.0, 0.0, 0.0], [0.0, 0.0, 0.0], [0.0, 0.0, 0.0], [0.0, 0.0, 0.0], [0.0, 0.0, 0.0], [0.0, 0.0, 0.0], [0.0, 0.0, 0.0], [0.0, 0.0, -0.1], [-0.1, 0.0, 0.1], [0.0, 0.0, 0.0], [0.0, 0.1, 0.1], [0.0, 0.0, 0.0], [0.0, 0.0, 0.0], [0.1, 0.1, -0.1], [0.1, 0.0, 0.0], [0.0, 0.0, -0.1], [-0.1, 0.1, 0.3], [0.0, 0.0, 0.0], [0.0, 0.0, 0.0], [0.0, 0.0, 0.0], [-0.1, 0.0, 0.0], [0.0, 0.0, 0.0], [0.0, -0.1, 0.0], [0.0, 0.0, 0.0], [0.0, 0.0, 0.0], [0.0, 0.0, 0.0], [0.0, 0.0, 0.0], [0.0, 0.0, 0.0], [0.0, 0.0, 0.0], [0.0, 0.0, 0.0], [0.0, 0.0, 0.0], [0.0, 0.0, 0.0], [0.0, 0.0, 0.0], [0.0, 0.0, 0.0], [0.0, 0.0, 0.0], [0.0, 0.0, 0.0], [0.0, 0.0, 0.0], [0.0, 0.0, 0.0], [0.0, 0.0, 0.0], [0.0, 0.0, 0.0], [0.0, 0.0, 0.0], [0.0, 0.0, -0.1], [0.0, 0.0, 0.0], [0.0, 0.0, 0.0], [0.0, 0.0, 0.0], [0.0, 0.0, 0.0], [0.0, 0.0, 0.0], [0.0, 0.0, 0.0], [0.0, 0.0, 0.0], [0.0, 0.1, 0.0], [0.0, 0.0, 0.0], [0.0, 0.0, 0.0], [0.0, 0.0, 0.0], [0.0, 0.0, 0.0], [0.1, 0.0, 0.0], [0.0, 0.0, 0.0], [0.1, 0.0, 0.1], [-0.3, -0.2, 0.1], [0.0, 0.0, 0.0], [0.0, 0.0, 0.0], [0.0, 0.0, 0.0], [0.0, 0.0, 0.0], [0.0, 0.1, 0.1], [0.0, 0.0, 0.0], [0.0, 0.0, 0.0], [0.0, 0.0, 0.0], [0.0, 0.0, -0.1]]}